1.
The molecule C27H36N2O2, computed with ωB97M-V with the def2-TZVPD basis set.

Calculated values
HOMO-LUMO gap in eV: 8.97
SMILES: CN(C(=O)c1ccc(OC2CCN(CCc3ccccc3)CC2)cc1)C1CCCCC1
LUMO energy in hartree: 0.0250
Relative energy (zero: lowest compared OMol25 entry of this formula, charge and spin) in eV: 0.000

The geometry in XYZ format:
```
67
Properties=species:S:1:pos:R:3:forces:R:3:lowdin_charge:R:1
C 4.138 1.256 0.359 -0.2 0.2 0.0 -0.037
N 4.984 0.138 0.018 0.1 0.0 0.0 -0.055
C 4.512 -1.121 -0.163 -0.1 0.0 0.0 -0.426
O 5.247 -2.076 -0.349 0.1 -0.3 0.0 0.069
C 3.026 -1.290 -0.139 -0.2 -0.2 -0.2 -0.170
C 2.443 -2.128 0.806 0.1 0.1 -0.1 -0.009
C 1.083 -2.344 0.803 -0.2 0.1 -0.1 0.012
C 0.268 -1.748 -0.163 0.3 0.0 0.1 -0.253
C 0.854 -0.936 -1.129 -0.4 0.0 -0.1 -0.008
C 2.220 -0.713 -1.110 0.2 -0.1 0.2 -0.029
H 2.662 -0.089 -1.873 0.0 0.1 -0.1 0.122
H 0.265 -0.476 -1.907 -0.1 0.0 0.0 0.107
O -1.052 -2.048 -0.069 0.1 -0.2 0.2 -0.022
C -1.993 -1.434 -0.936 -0.4 0.3 -0.6 -0.325
C -2.263 0.021 -0.531 0.1 -0.3 0.3 -0.105
C -2.917 0.056 0.857 0.2 0.2 -0.1 -0.177
N -4.151 -0.696 0.934 0.0 0.1 0.1 -0.173
C -3.916 -2.077 0.563 0.0 -0.2 -0.1 -0.171
C -3.287 -2.246 -0.828 0.2 0.1 0.3 -0.103
H -3.977 -1.907 -1.603 0.0 0.0 -0.1 0.113
H -3.066 -3.300 -1.001 0.0 0.0 -0.1 0.121
H -4.859 -2.623 0.611 0.0 -0.1 0.1 0.114
H -3.235 -2.503 1.305 -0.1 -0.1 0.0 0.125
C -5.290 -0.077 0.284 -0.1 -0.2 0.3 -0.189
H -5.167 1.007 0.335 0.0 0.0 -0.1 0.126
C -6.595 -0.444 1.012 0.2 0.2 -0.2 -0.136
C -7.741 0.330 0.431 -0.1 -0.1 0.0 -0.247
C -8.458 -0.169 -0.649 0.0 0.0 0.0 -0.048
C -9.487 0.563 -1.214 -0.1 0.0 -0.1 -0.089
C -9.812 1.809 -0.706 -0.1 0.1 0.0 -0.099
C -9.103 2.318 0.368 0.0 0.1 0.0 -0.088
C -8.074 1.584 0.930 0.0 0.0 0.0 -0.048
H -7.523 1.983 1.771 0.1 0.0 0.1 0.112
H -9.353 3.289 0.771 0.0 0.1 0.0 0.101
H -10.617 2.381 -1.145 -0.1 0.0 0.0 0.099
H -10.038 0.160 -2.051 0.0 0.0 -0.1 0.100
H -8.210 -1.143 -1.047 0.0 -0.1 0.0 0.111
H -6.780 -1.514 0.916 0.0 0.0 0.1 0.108
H -6.470 -0.211 2.070 0.0 0.0 0.0 0.120
H -5.388 -0.349 -0.779 0.0 0.1 0.0 0.120
H -3.112 1.089 1.154 0.0 0.0 0.0 0.119
H -2.223 -0.383 1.581 0.0 0.1 0.0 0.125
H -2.924 0.477 -1.271 0.0 0.0 -0.1 0.122
H -1.329 0.586 -0.506 0.0 0.1 -0.1 0.109
H -1.626 -1.481 -1.973 0.0 0.0 0.2 0.144
H 0.619 -2.984 1.537 -0.1 -0.1 0.1 0.119
H 3.067 -2.605 1.547 0.1 -0.1 0.1 0.123
C 6.420 0.359 -0.082 0.2 0.0 0.0 -0.297
C 6.760 1.513 -1.025 0.1 -0.3 -0.1 -0.151
C 8.275 1.610 -1.187 -0.1 0.3 0.1 -0.199
C 8.944 1.820 0.168 0.1 -0.3 -0.1 -0.209
C 8.585 0.686 1.123 -0.1 0.3 0.1 -0.198
C 7.071 0.583 1.286 0.1 -0.3 -0.2 -0.142
H 6.818 -0.250 1.945 -0.1 0.0 0.0 0.122
H 6.696 1.504 1.739 -0.1 0.0 0.1 0.110
H 8.969 -0.257 0.728 0.1 -0.1 0.0 0.117
H 9.050 0.856 2.096 0.0 -0.1 0.0 0.109
H 10.028 1.870 0.042 0.0 0.1 0.0 0.107
H 8.613 2.771 0.592 0.0 0.1 0.0 0.113
H 8.651 0.689 -1.638 0.0 0.0 -0.1 0.116
H 8.522 2.437 -1.857 0.0 -0.1 -0.1 0.109
H 6.289 1.344 -1.996 -0.1 0.0 0.0 0.121
H 6.383 2.454 -0.620 -0.1 0.1 0.0 0.113
H 6.819 -0.572 -0.500 0.0 0.2 0.1 0.147
H 3.210 0.901 0.802 0.1 0.1 0.0 0.094
H 4.646 1.890 1.085 0.0 0.0 0.0 0.087
H 3.896 1.860 -0.521 0.0 0.1 0.1 0.093
```
Positions in Å, forces in eV/Å.

2.
A cluster of 2 separate species, C3H4N2O in total in a non-equilibrium geometry, computed with ωB97M-V with the def2-TZVPD basis set.

Calculated values
HOMO-LUMO gap in eV: 9.76
LUMO energy in hartree: -0.0049
Relative energy (zero: lowest compared OMol25 entry of this formula, charge and spin) in eV: 2.370

The geometry in XYZ format:
```
10
Properties=species:S:1:pos:R:3:forces:R:3:lowdin_charge:R:1
O 2.969 0.274 -0.295 0.3 0.0 0.4 0.035
C 1.986 0.171 -0.836 0.2 0.0 -0.9 -0.077
N 0.326 -1.311 0.301 -1.5 0.3 0.0 0.083
C -0.847 -0.808 0.128 1.3 -1.0 0.1 -0.224
C -0.982 0.646 0.086 1.2 1.3 0.0 -0.221
N 0.079 1.367 0.215 -1.4 -0.9 0.1 0.083
H 0.317 -2.315 0.157 -0.1 -0.3 0.1 0.060
H -1.740 -1.396 -0.109 0.1 0.0 0.0 0.102
H -1.967 1.042 -0.175 0.1 0.1 0.0 0.101
H -0.111 2.337 0.015 -0.2 0.5 0.1 0.057
```
Positions in Å, forces in eV/Å.

3.
A cluster of 4 separate species, C7H17BN5O7S in total, computed with ωB97M-V with the def2-TZVPD basis set.

Calculated values
HOMO-LUMO gap in eV: 7.03
LUMO energy in hartree: 0.0769
Total charge: -1

The geometry in XYZ format:
```
38
Properties=species:S:1:pos:R:3:forces:R:3:lowdin_charge:R:1
B 0.710 -1.238 1.478 0.3 0.1 0.4 -0.459
C 0.300 0.232 2.118 -0.1 -0.1 -0.1 -0.329
C -0.135 1.109 0.953 -0.2 -0.5 -0.1 -0.513
S -1.576 2.243 1.237 0.1 0.1 0.1 0.916
C -2.730 0.985 1.561 -0.1 -0.2 0.2 -0.716
N -3.517 0.826 2.578 0.1 0.2 -0.3 0.041
N -4.221 -0.357 2.360 0.3 -0.2 -0.4 0.039
C -3.764 -0.830 1.253 -0.4 0.1 0.2 -0.214
O -2.851 -0.044 0.664 0.0 0.1 0.2 0.007
H 1.554 -1.051 0.600 -0.1 -0.1 -0.1 -0.003
H -0.304 -1.780 1.019 0.0 0.0 -0.1 -0.003
H 1.203 -1.955 2.352 0.0 0.0 -0.1 -0.013
H 1.139 0.700 2.644 -0.1 0.0 0.0 0.067
H -0.514 0.106 2.843 0.0 0.1 -0.1 0.066
H -0.483 0.460 0.145 0.1 0.1 -0.1 0.028
H 0.674 1.734 0.577 -0.1 0.1 0.0 0.033
H -4.040 -1.746 0.755 0.0 0.0 0.1 0.118
C 4.455 3.682 -0.144 0.1 0.0 0.1 0.047
N 3.002 3.389 -0.019 0.1 -0.1 0.1 -0.432
O 2.550 3.236 1.090 0.0 0.1 0.0 0.095
O 2.373 3.317 -1.059 0.0 0.1 0.0 0.042
H 4.880 3.711 0.851 0.0 0.0 0.0 0.093
H 4.890 2.887 -0.743 0.0 0.0 0.0 0.102
H 4.550 4.636 -0.653 0.0 0.0 0.0 0.095
C -2.338 -3.331 -1.305 0.1 0.1 -0.1 0.037
N -1.715 -4.565 -0.754 -0.1 0.0 -0.1 -0.445
O -0.794 -5.060 -1.368 0.0 0.0 0.0 0.065
O -2.204 -5.015 0.261 0.0 0.0 0.1 0.051
H -1.815 -3.064 -2.213 0.1 0.0 0.0 0.083
H -3.382 -3.569 -1.496 0.0 0.0 0.1 0.094
H -2.240 -2.544 -0.562 0.1 0.0 0.1 0.068
C 0.740 1.021 -2.610 -0.1 0.0 0.1 0.037
N 1.107 -0.365 -2.209 -0.1 0.2 0.1 -0.448
O 0.203 -1.148 -2.020 0.0 -0.2 -0.2 0.053
O 2.290 -0.598 -2.094 0.1 -0.1 -0.1 0.052
H -0.340 1.084 -2.667 0.0 0.0 0.0 0.095
H 1.135 1.692 -1.853 0.0 0.0 -0.1 0.057
H 1.208 1.211 -3.572 0.1 0.0 0.0 0.094
```
Positions in Å, forces in eV/Å.

4.
The molecule CH5BOS in a non-equilibrium geometry, computed with ωB97M-V with the def2-TZVPD basis set.

Calculated values
HOMO-LUMO gap in eV: 9.46
SMILES: OBCS
LUMO energy in hartree: 0.0168
Relative energy (zero: lowest compared OMol25 entry of this formula, charge and spin) in eV: 1.411

The geometry in XYZ format:
```
9
Properties=species:S:1:pos:R:3:forces:R:3:lowdin_charge:R:1
B -0.513 -0.274 -0.601 1.1 -0.2 1.8 -0.529
C 0.636 0.306 0.251 2.4 -0.9 0.3 -0.450
O -0.847 0.293 -1.719 0.1 2.1 -1.9 0.170
S 0.119 0.634 2.095 1.1 -1.5 -1.8 0.622
H -0.929 -1.239 -0.208 -1.3 -1.8 0.5 0.062
H 0.962 1.273 -0.101 0.3 0.3 -0.1 0.026
H 1.599 -0.495 0.032 -2.5 2.3 1.3 0.152
H -1.634 0.090 -2.195 -0.7 -0.7 -0.4 0.099
H 0.607 -0.588 2.447 -0.4 0.6 0.3 -0.150
```
Positions in Å, forces in eV/Å.

Q: Which value of HOMO-LUMO gap does entry 4 give?
A: 9.46 eV

Q: Which value of HOMO-LUMO gap does entry 4 give?
A: 9.46 eV

Q: The highest LUMO energy belongs to which entry?
A: C7H17BN5O7S